# 1
53
Properties=species:S:1:pos:R:3:mulliken_charge:R:1 method="wB97M-V/def2-TZVPD" total_energy_ev=-53048.526 gap_ev=8.017 homo_energy_ev=-6.64 relative_energy_kj_mol=0.0 charge=-1
Cd 0.59 1.21 2.64 -0.15
Cd -0.74 -0.69 -1.85 -0.86
P 0.29 0.33 0.33 4.04
O 1.57 0.92 0.99 -1.61
O -0.70 0.38 1.50 -0.95
O 0.36 -1.08 -0.28 -0.41
O -0.26 1.01 -0.96 -1.04
B -2.88 -1.38 -1.22 1.59
H -3.82 -1.48 -0.70 -0.14
H -2.23 -2.16 -0.85 -0.09
H -3.03 -1.65 -2.25 -0.49
H -2.38 -0.43 -1.08 -0.38
B 1.07 -0.50 4.05 0.84
H 1.53 -0.49 3.07 -0.31
H 1.52 0.23 4.70 -0.27
H 0.04 -0.22 3.90 -0.20
H 1.08 -1.45 4.56 -0.17
O 1.24 3.24 -1.77 -0.70
H 2.13 2.94 -1.58 0.33
H 0.70 2.46 -1.65 0.25
O 1.09 -0.39 -3.11 -0.38
H 1.86 -0.91 -3.32 0.19
H 1.19 0.41 -3.63 0.24
O -3.08 1.33 1.85 -0.76
H -3.59 0.54 1.63 0.36
H -2.17 1.03 1.83 0.28
O 2.41 -2.59 -0.66 -0.75
H 1.66 -2.01 -0.53 0.37
H 2.77 -2.33 -1.51 0.29
O 3.45 -0.68 0.92 -0.82
H 2.76 -0.03 1.00 0.45
H 3.04 -1.43 0.49 0.45
O -0.53 -2.62 -2.61 -0.29
H 0.20 -2.75 -3.23 0.18
H -1.00 -3.45 -2.62 0.24
O -1.68 0.26 -3.38 -0.32
H -2.46 0.03 -3.88 0.26
H -1.55 1.19 -3.55 0.24
O 0.40 3.36 1.70 -0.47
H -0.32 3.98 1.60 0.29
H 0.91 3.44 0.89 0.34
O -2.17 2.68 -0.58 -0.77
H -2.25 2.48 0.35 0.29
H -1.41 2.18 -0.87 0.30
O -2.69 -1.52 1.64 -0.85
H -1.95 -0.93 1.78 0.42
H -2.79 -1.56 0.68 0.17
O 3.44 2.58 0.11 -0.68
H 3.82 2.85 0.94 0.28
H 2.78 1.93 0.35 0.41
O 0.37 -3.07 1.39 -0.77
H 0.28 -2.26 0.88 0.15
H 1.15 -2.93 1.92 0.36

---

# 2
32
Properties=species:S:1:pos:R:3:mulliken_charge:R:1 method="wB97M-V/def2-TZVPD" total_energy_ev=-104465.479 gap_ev=4.141 homo_energy_ev=-5.51 charge=-3
Cd -0.02 0.10 0.04 1.84
P -3.84 2.15 4.04 1.16
F -3.83 3.82 4.02 -0.36
F -2.67 2.18 5.22 -0.36
F -4.89 2.35 5.27 -0.37
F -4.01 0.51 4.22 -0.35
F -5.12 2.15 2.96 -0.37
F -2.74 1.94 2.83 -0.35
P 4.38 2.41 -0.44 1.15
F 4.76 2.21 1.09 -0.33
F 5.83 2.02 -1.00 -0.35
F 3.97 0.85 -0.52 -0.36
F 3.78 2.55 -1.94 -0.34
F 2.82 2.61 0.05 -0.39
F 4.66 4.02 -0.29 -0.37
P 1.12 -3.88 -4.00 1.16
F -0.32 -4.23 -3.46 -0.33
F 1.30 -5.27 -4.79 -0.35
F 0.46 -3.19 -5.32 -0.35
F 2.63 -3.36 -4.30 -0.35
F 0.88 -2.48 -3.12 -0.41
F 1.79 -4.48 -2.61 -0.38
B 0.75 -2.39 3.34 0.66
F 1.18 -1.16 2.98 -0.40
F -0.22 -2.56 2.33 -0.46
F 1.85 -3.16 3.21 -0.37
F 0.21 -2.34 4.58 -0.36
B -2.96 1.34 -2.89 0.63
F -2.99 0.28 -2.01 -0.41
F -3.97 2.25 -2.58 -0.39
F -1.71 1.86 -2.73 -0.39
F -3.09 0.91 -4.21 -0.39

---

# 3
46
Properties=species:S:1:pos:R:3:mulliken_charge:R:1 method="wB97M-V/def2-TZVPD" total_energy_ev=-44318.872 gap_ev=2.232 homo_energy_ev=3.84 charge=-3
Cd -1.83 -0.04 0.10 -0.39
P -2.88 1.99 1.49 0.67
O -2.66 2.45 2.95 -0.88
O -3.54 3.26 0.91 -0.87
O -3.51 0.62 1.08 -0.69
O -1.41 1.69 1.02 -0.68
B 1.67 2.64 1.28 0.44
H 0.61 3.07 1.08 -0.22
H 2.45 3.53 1.08 -0.21
H 1.75 2.33 2.42 -0.35
H 1.90 1.74 0.55 -0.50
B 0.20 -0.33 -0.65 3.06
H -0.31 0.61 -1.05 -0.35
H 0.21 -0.23 0.48 -0.43
H -0.33 -1.31 -0.92 -0.58
H 1.28 -0.38 -1.11 -0.28
O -2.71 -1.63 -1.34 -0.12
H -2.77 -2.57 -1.55 0.12
H -3.38 -1.21 -1.89 0.18
O 0.50 -0.13 -3.55 -0.76
H 0.65 -0.07 -2.58 -0.22
H 0.02 0.67 -3.77 0.23
O 0.92 -2.88 -3.72 -0.70
H 0.42 -2.05 -3.59 0.36
H 1.52 -2.91 -2.97 0.36
O -2.55 0.98 -1.99 -0.33
H -2.16 1.08 -2.87 0.17
H -3.50 0.91 -2.15 0.22
O -1.58 -1.65 1.66 -0.34
H -0.70 -1.73 2.04 0.21
H -2.03 -2.47 1.89 0.17
O 1.57 -1.36 2.73 -0.57
H 1.44 -2.24 2.35 0.25
H 2.49 -1.35 3.01 0.21
O 3.24 -1.11 0.22 -0.75
H 3.53 -0.73 1.06 0.26
H 2.45 -0.57 0.00 0.54
O 1.88 -3.26 -0.63 -0.80
H 1.03 -2.80 -0.65 0.23
H 2.51 -2.54 -0.41 0.51
O 1.72 3.26 -1.48 -0.81
H 1.00 2.63 -1.57 0.26
H 1.92 3.23 -0.50 0.36
O -0.26 0.66 3.72 -0.42
H 0.19 -0.16 3.49 0.22
H -0.93 0.38 4.36 0.22